# 1
ORCA calculation (ωB97M-V/def2-TZVPD) on a molecular structure, C49H42BN7PTc.

```
101
Properties=species:S:1:pos:R:3:forces:R:3
Tc 0.332042 0.398057 0.062222 -0.02 0.18 0.50
C -2.524662 1.481446 4.669846 0.02 0.01 -0.02
N -1.455362 1.469153 3.663057 -0.01 0.00 0.04
C -1.456857 0.754982 2.521056 0.00 0.06 0.00
N -0.297827 0.963019 1.910330 -0.14 -0.08 0.07
C 0.475966 1.797131 2.671808 -0.02 -0.01 0.01
C -0.253052 2.152230 3.779621 -0.02 0.01 0.01
C 0.102305 3.026581 4.901977 0.01 -0.02 -0.02
C 1.294989 2.794092 5.587282 0.00 0.01 0.01
C 1.662356 3.628434 6.630715 0.00 0.00 -0.01
C 0.846205 4.693506 6.987427 0.00 0.00 0.00
C -0.337963 4.931093 6.301241 0.00 0.00 0.00
C -0.712913 4.101200 5.257672 0.00 0.00 0.00
C 1.786261 2.023358 2.071403 0.03 0.04 0.02
C 2.282366 0.897085 1.339938 0.08 -0.03 -0.02
C 3.380981 1.062849 0.474960 0.00 0.02 0.03
C 3.949802 2.312830 0.323330 0.01 0.00 -0.01
C 3.487279 3.381764 1.090600 0.00 0.00 0.00
C 2.411833 3.245742 1.969217 0.00 0.00 -0.02
P -2.646744 -0.486739 1.902740 0.00 -0.05 0.07
C -2.731373 0.149626 0.181225 0.01 0.14 -0.17
N -1.615134 0.312569 -0.513745 0.18 0.01 -0.06
C -1.906851 0.552177 -1.829005 0.06 0.08 0.09
C -3.271988 0.604485 -1.943022 -0.02 -0.07 -0.01
N -3.759739 0.335106 -0.668991 -0.03 -0.06 0.04
C -5.186849 0.222957 -0.342321 0.03 0.01 -0.02
C -4.134693 0.873964 -3.106101 -0.01 0.01 0.04
C -4.373025 2.193390 -3.487837 0.02 0.01 -0.02
C -5.185795 2.454721 -4.580637 0.00 0.00 0.01
C -5.756525 1.404712 -5.287148 0.00 0.00 0.00
C -5.518131 0.090447 -4.907215 0.01 0.00 0.00
C -4.707733 -0.179209 -3.815542 -0.02 -0.02 0.01
C -0.692633 0.626016 -2.647503 -0.14 -0.07 0.00
C 0.382347 -0.188736 -2.176190 0.24 -0.04 -0.07
C 1.674085 -0.025841 -2.707219 0.00 -0.03 -0.01
C 1.898193 0.935957 -3.673345 -0.03 0.06 -0.04
C 0.829623 1.693369 -4.152783 0.02 -0.02 0.00
C -0.463061 1.543846 -3.648453 0.00 0.03 -0.01
C -1.359956 -1.741012 1.480061 0.02 0.03 -0.05
N -0.211273 -1.529580 0.806568 -0.01 0.00 -0.06
C 0.305960 -2.762285 0.469720 0.01 -0.02 0.07
C -0.528612 -3.734218 0.966438 -0.02 0.00 0.05
N -1.556788 -3.066079 1.596231 -0.02 -0.03 0.03
C -2.645702 -3.718117 2.334690 0.01 0.00 -0.02
C -0.397373 -5.196513 0.920502 0.02 0.02 0.00
C 0.780712 -5.787320 1.375345 0.00 0.00 0.00
C 0.928382 -7.163825 1.319328 -0.01 0.00 0.00
C -0.093701 -7.951696 0.807119 0.01 0.00 0.00
C -1.265644 -7.366157 0.346393 -0.01 0.01 0.00
C -1.419340 -5.990248 0.400602 -0.01 -0.01 0.00
C 1.519923 -2.924303 -0.348280 0.04 0.02 -0.03
C 2.746053 -2.401237 0.062413 0.06 -0.04 0.01
C 3.881071 -2.574647 -0.722219 -0.04 0.00 0.01
C 3.795008 -3.265860 -1.922104 0.00 -0.01 -0.01
C 2.576831 -3.798486 -2.331694 0.02 0.00 0.00
C 1.445266 -3.633609 -1.548680 -0.01 0.03 0.00
H -3.088079 0.554905 4.599568 0.00 0.00 0.00
H -3.184981 2.329162 4.504611 0.00 0.00 0.00
H -2.071057 1.561065 5.653756 0.00 0.00 0.00
H 1.921789 1.952082 5.317981 0.00 0.00 0.00
H 2.580748 3.443766 7.170855 0.00 0.00 0.00
H 1.134196 5.342376 7.803358 0.00 0.00 0.00
H -0.965579 5.767853 6.575345 0.00 0.00 0.00
H -1.623300 4.308009 4.707640 0.00 0.00 0.00
H 2.089251 -0.092729 1.758334 0.00 -0.02 0.00
H 3.790673 0.203499 -0.040138 0.02 -0.01 0.00
H 4.782526 2.457648 -0.350932 0.00 0.00 0.00
H 3.955056 4.352084 0.982317 0.00 0.00 0.00
H 2.033548 4.105795 2.506357 0.00 -0.01 0.00
H -5.731366 0.956022 -0.930970 -0.01 0.00 0.01
H -5.327218 0.425407 0.715714 -0.01 -0.01 0.00
H -5.546338 -0.774082 -0.587066 -0.01 0.00 -0.01
H -3.929614 3.010779 -2.930578 0.00 0.00 0.00
H -5.375263 3.476690 -4.879168 0.00 0.00 0.00
H -6.390329 1.611462 -6.138791 0.00 0.00 0.00
H -5.962155 -0.723729 -5.463315 0.00 0.00 0.00
H -4.513895 -1.204348 -3.522149 0.00 0.00 0.00
H 0.192954 -1.134576 -1.653502 -0.22 -0.09 -0.38
H 2.468640 -0.689534 -2.383584 -0.01 -0.01 0.00
H 2.886184 1.076807 -4.089296 0.00 0.01 0.00
H 1.010934 2.432923 -4.922362 -0.01 0.00 0.00
H -1.265516 2.180931 -3.996859 0.01 0.00 -0.02
H -2.262113 -4.640751 2.761112 0.00 0.00 0.00
H -3.472654 -3.949168 1.666999 0.00 0.00 0.00
H -2.982543 -3.062621 3.132361 -0.01 0.00 0.00
H 1.573870 -5.171610 1.782082 0.00 0.00 0.00
H 1.838324 -7.623267 1.680306 0.00 0.00 0.00
H 0.023223 -9.026112 0.765893 0.00 0.00 0.00
H -2.056786 -7.981666 -0.059327 0.00 0.00 0.00
H -2.327256 -5.536808 0.019262 0.00 0.00 0.00
H 2.842459 -1.944490 1.039104 -0.03 0.03 0.05
H 4.839850 -2.207883 -0.378171 0.00 0.00 0.01
H 4.681357 -3.414738 -2.524223 -0.01 -0.01 -0.01
H 2.513950 -4.356028 -3.256503 0.00 0.00 0.00
H 0.500588 -4.064104 -1.859389 0.01 -0.01 0.00
B 0.802630 4.811362 -1.335631 -0.05 0.04 0.01
C 0.650008 3.365353 -0.880973 0.00 -0.05 -0.02
N 0.534445 2.253195 -0.530998 -0.05 -0.02 -0.09
H -0.328404 5.215593 -1.481684 0.00 0.00 0.00
H 1.417110 4.768418 -2.375205 0.03 -0.02 0.00
H 1.394205 5.375490 -0.444923 0.01 0.00 0.00
```
Positions in Å, forces in eV/Å.

Properties
Total charge: +3
ΔE to the lowest compared entry with this formula, charge and spin (kcal per mole): 0.0
Multiplicity: 4
LUMO energy (alpha / beta) (eV): -9.40 / -10.52
E_HOMO (alpha / beta) (Eh): -0.5739 / -0.5737
Electronic energy (eV): -74065.7993

Atomic partial charges in e from the Löwdin method, atoms 1 to 2: Tc 1.718; C 0.034

=====

# 2
ORCA calculation (ωB97M-V/def2-TZVPD) on a molecular structure, C49H42CrNO3P2 in a non-equilibrium geometry.

```
98
Properties=species:S:1:pos:R:3:forces:R:3
Cr 0.392256 0.108172 0.671669 -0.06 -0.84 -1.54
C -3.556888 0.839072 -4.425517 0.86 0.33 1.04
C -2.123709 0.377688 -3.916431 -1.14 -1.45 -0.86
C -1.392941 -0.241904 -5.171823 0.05 -0.04 0.74
C -2.289873 -0.773007 -2.896577 -0.87 0.44 -0.56
C -3.160062 -1.849401 -3.206555 1.17 0.33 0.80
C -3.320408 -2.880419 -2.288401 -0.90 -0.53 -0.75
C -2.772042 -2.812074 -1.037714 0.80 0.11 -0.53
C -1.839590 -1.801908 -0.758868 -0.91 -0.26 -0.32
P -1.036613 -1.933278 0.784592 1.02 1.02 1.51
C -2.433542 -2.156933 1.932004 -0.50 -0.11 -0.01
C -3.452394 -1.182205 1.988613 1.20 0.68 -0.06
C -4.588228 -1.339999 2.746545 -0.44 -0.22 0.24
C -4.888833 -2.557286 3.359725 1.69 -0.21 -0.64
C -3.913048 -3.558211 3.218584 0.03 -0.34 0.41
C -2.660569 -3.364013 2.582671 -1.50 0.08 0.34
C -0.124312 -3.465720 0.906606 1.00 -0.89 -0.24
C -0.027518 -4.337290 -0.214578 -0.22 0.77 0.59
C 0.253806 -5.677746 0.008489 0.85 -1.19 -0.22
C 0.662916 -6.168165 1.267994 -1.24 2.81 -0.01
C 0.761699 -5.209665 2.310249 0.58 -0.99 0.53
C 0.409727 -3.871681 2.168841 -0.86 -0.49 -1.77
C -1.654901 -0.752675 -1.653827 -0.84 -0.44 -1.26
O -0.923782 0.347355 -1.275028 1.33 0.82 0.90
C -0.718218 1.461524 -2.135701 -0.61 0.68 0.26
C -0.015607 2.568548 -1.627020 -0.12 -0.03 -1.78
C 0.088019 3.766474 -2.387875 -1.42 -0.89 0.28
C -0.651525 3.863527 -3.574318 1.11 -0.14 0.24
C -1.243826 2.708819 -4.105428 0.12 1.22 -0.08
C -1.347794 1.541454 -3.372235 0.10 -0.83 0.24
P 0.869462 2.451228 -0.127937 0.07 -0.82 1.81
C 2.528758 2.989033 -0.395150 1.93 0.66 -0.62
C 3.497539 2.047323 -0.789258 0.34 0.91 0.25
C 4.801374 2.446647 -1.110890 -0.30 -0.02 -0.39
C 5.166173 3.800301 -1.136091 -0.73 -1.65 0.37
C 4.212348 4.703223 -0.753142 -0.17 2.03 0.39
C 2.932847 4.347053 -0.349875 -0.98 -0.24 -0.16
C 0.243570 3.768666 0.902480 -1.88 0.41 0.80
C 0.996353 4.092764 2.054562 0.06 -0.36 -0.50
C 0.810292 5.335356 2.626719 -1.08 0.03 -0.45
C -0.223264 6.195106 2.202624 0.65 0.03 -0.01
C -1.121676 5.758264 1.237730 -0.02 -1.33 -0.08
C -0.955634 4.485943 0.600509 2.07 1.15 0.69
H -4.050591 0.003372 -4.876096 -0.26 -0.42 -0.38
H -3.389709 1.592104 -5.197585 -0.37 0.02 0.16
H -4.237327 1.207249 -3.616970 0.81 -0.05 -0.57
H -2.043181 -0.976659 -5.689081 0.41 0.40 0.38
H -0.433189 -0.730350 -4.875896 -0.72 0.37 -0.24
H -1.182304 0.578485 -5.848924 0.15 -0.03 -0.32
H -3.705175 -1.903077 -4.140170 0.25 0.12 -0.03
H -3.881470 -3.781837 -2.558727 -0.12 0.57 0.10
H -3.012130 -3.594849 -0.331836 0.29 0.03 0.18
H -3.266270 -0.216750 1.505080 -0.25 -0.38 0.01
H -5.263998 -0.514028 2.873705 -0.23 0.24 -0.19
H -5.798582 -2.675474 3.927819 0.00 -0.25 -0.03
H -4.092525 -4.550819 3.635153 -0.01 0.31 0.02
H -1.963009 -4.191052 2.586251 -0.03 0.14 -0.12
H -0.167677 -3.939453 -1.244204 -0.33 -0.50 0.94
H 0.199215 -6.384926 -0.838102 0.08 0.49 0.48
H 0.738892 -7.204445 1.489224 0.41 -0.64 -0.07
H 1.094471 -5.558170 3.304692 -0.17 0.23 -0.63
H 0.418501 -3.198938 3.013714 -0.03 0.04 0.10
H 0.611737 4.612504 -1.934466 -0.12 -0.25 -0.42
H -0.657055 4.822622 -4.096270 -0.04 -0.47 -0.08
H -1.645120 2.764400 -5.123956 -0.05 -0.06 0.57
H 3.230744 1.010662 -0.816245 -0.03 -0.45 -0.13
H 5.497160 1.683692 -1.431206 0.13 0.00 0.11
H 6.151701 4.121983 -1.392390 0.42 0.04 -0.22
H 4.499888 5.773571 -0.755140 -0.39 -0.72 0.08
H 2.200122 5.124088 -0.043026 0.76 -0.57 -0.27
H 1.749445 3.356348 2.422236 -0.36 0.97 -0.39
H 1.437943 5.688130 3.394640 0.73 0.15 0.91
H -0.237549 7.218711 2.635469 -0.35 -0.91 -0.41
H -1.968233 6.365268 0.980442 -0.23 0.21 -0.17
H -1.591757 4.177426 -0.224009 0.04 0.12 0.18
C 3.530645 -0.808585 3.289789 0.51 1.00 1.00
C 2.685706 -0.860256 2.086859 -1.94 0.17 0.17
O 1.518805 -0.256181 2.212431 2.37 -0.77 -1.29
C 3.110487 -1.660693 0.981208 -1.36 0.85 -1.80
C 4.121256 -2.603477 1.107163 1.38 -0.63 0.01
C 4.567826 -3.394298 0.061549 0.29 -0.44 1.55
C 3.969948 -3.332729 -1.188527 0.22 0.40 -0.07
C 3.025608 -2.372864 -1.391187 -1.19 0.89 -0.72
C 2.537785 -1.556982 -0.342910 -0.56 -0.24 0.23
O 1.513711 -0.775609 -0.641263 0.04 0.43 1.02
H 3.264835 0.091731 3.882040 0.02 -0.63 -0.29
H 4.615562 -0.737926 3.075088 -0.71 -0.36 0.07
H 3.289079 -1.694334 3.895797 0.31 0.17 -0.03
H 4.576254 -2.692612 2.081729 0.24 -0.26 -0.04
H 5.364739 -4.108850 0.258617 -0.22 0.13 -0.05
H 4.280422 -3.999779 -1.980402 0.02 0.06 -0.07
H 2.548425 -2.180670 -2.370313 0.33 -0.36 0.63
C -1.823501 1.492942 4.308247 -0.74 0.17 1.43
C -1.323431 1.076664 3.046815 0.86 -0.15 -2.95
N -0.908337 0.837616 1.985653 -1.07 0.78 2.76
H -1.002930 1.761377 4.969808 0.18 0.21 -0.11
H -2.359363 0.700762 4.829708 0.00 -0.33 -0.25
H -2.536838 2.325006 4.247007 0.38 -0.04 -0.34
```
Positions in Å, forces in eV/Å.

Properties
Total charge: +2
Multiplicity: 4
LUMO energy (alpha / beta) (eV): -5.81 / -5.88
E_HOMO (alpha / beta) (Eh): -0.4695 / -0.4801
Electronic energy (eV): -106114.5338

Atomic partial charges in e from the Löwdin method, atoms 1 to 2: Cr 0.639; C -0.004